Entry w
One molecule with the formula C5H12N2O3. Source: the Open Molecules 2025 dataset; level of theory: ωB97M-V/def2-TZVPD.

Summary:
Frontier orbital gap, eV: 10.47
SMILES string: C[C@@H](O)[C@@H](N)[C@H](O)C(N)=O

Cartesian coordinates (Å):
C: -2.28 -0.43 0.84
C: -1.65 -0.60 -0.54
O: -2.29 0.34 -1.42
C: -0.09 -0.47 -0.64
N: 0.25 0.48 -1.75
C: 0.63 -0.01 0.65
O: 0.44 1.40 0.82
C: 2.14 -0.33 0.59
N: 2.91 0.48 1.37
O: 2.63 -1.26 -0.05
H: -2.10 0.58 1.23
H: -1.91 -1.17 1.55
H: -3.37 -0.54 0.77
H: -1.93 -1.59 -0.92
H: -1.72 1.14 -1.40
H: 0.28 -1.47 -0.93
H: -0.31 0.20 -2.57
H: 1.22 0.28 -2.04
H: 0.25 -0.53 1.53
H: 0.48 1.75 -0.10
H: 2.51 1.35 1.70
H: 3.91 0.39 1.31

=====

Entry x
One molecule with the formula C5H12N2O3. Source: the Open Molecules 2025 dataset; level of theory: ωB97M-V/def2-TZVPD.

Summary:
Frontier orbital gap, eV: 10.67
SMILES string: CC(C)(C(=O)O)C(N)(N)O

Cartesian coordinates (Å):
C: -1.53 -0.68 -0.91
C: -0.22 -0.54 -0.13
C: 0.94 -1.16 -0.94
C: -0.33 -1.37 1.17
O: -1.14 -2.24 1.32
O: 0.55 -1.08 2.12
C: 0.07 0.95 0.20
N: 1.35 1.07 0.90
N: 0.12 1.73 -1.01
O: -0.93 1.49 1.04
H: -1.38 -0.45 -1.96
H: -1.89 -1.70 -0.81
H: -2.28 -0.01 -0.50
H: 0.64 -2.14 -1.29
H: 1.83 -1.27 -0.33
H: 1.16 -0.52 -1.79
H: 1.11 -0.30 1.86
H: 1.41 1.98 1.34
H: 2.11 0.99 0.23
H: -0.72 1.61 -1.55
H: 0.20 2.71 -0.78
H: -1.07 0.92 1.81

=====

Most stable structure, least stable structure: entry x, entry w.

=====

Entry w
C5H12N2O3 as an isolated structure. Source: the Open Molecules 2025 dataset; level of theory: ωB97M-V/def2-TZVPD.

Summary:
Frontier orbital gap, eV: 7.62

Cartesian coordinates (Å):
C: 1.57 0.80 1.19
C: -1.66 -0.14 0.30
C: 1.26 0.71 -0.81
C: -1.99 -0.94 -0.95
N: 0.26 0.64 1.66
C: -0.23 -0.38 0.76
N: 1.73 -0.48 -1.43
O: 2.38 -0.23 1.42
O: -1.87 1.27 0.13
O: 0.24 -1.54 0.84
H: 1.80 -1.05 1.31
H: -2.80 1.41 -0.08
H: -0.28 1.49 1.58
H: 2.04 1.77 1.33
H: -2.28 -0.50 1.13
H: 2.63 -0.76 -1.08
H: 1.08 -1.24 -1.30
H: 2.00 1.50 -0.93
H: 0.36 1.11 -1.29
H: -1.75 -1.99 -0.78
H: -1.43 -0.57 -1.81
H: -3.06 -0.87 -1.17

=====

Entry x
One molecule with the formula C5H12N2O3. Source: the Open Molecules 2025 dataset; level of theory: ωB97M-V/def2-TZVPD.

Summary:
Frontier orbital gap, eV: 8.65
SMILES string: C[C@@H]1N(C)[C@](N)(O)C1(O)O

Cartesian coordinates (Å):
C: 1.84 -1.11 -0.51
C: 0.43 -0.70 -0.85
N: 0.20 1.01 -0.51
C: 1.29 1.80 0.04
C: -0.88 0.67 0.31
N: -2.14 1.09 -0.15
O: -0.75 0.86 1.68
C: -0.68 -1.11 0.04
O: -1.83 -1.62 -0.59
O: -0.35 -1.86 1.17
H: 2.05 -0.95 0.55
H: 2.56 -0.56 -1.11
H: 1.94 -2.17 -0.72
H: 0.20 -0.76 -1.91
H: 2.05 1.91 -0.74
H: 1.76 1.34 0.92
H: 0.93 2.79 0.32
H: -2.06 1.59 -1.03
H: -2.79 0.32 -0.26
H: -1.53 1.33 1.99
H: -1.77 -2.59 -0.59
H: -0.46 -1.28 1.94

=====

Most stable structure, least stable structure: entry x, entry w.

=====

Entry w
A 3-piece molecular cluster, C4H12NO2 overall. Source: the Open Molecules 2025 dataset; level of theory: ωB97M-V/def2-TZVPD.

Summary:
Frontier orbital gap (spin up / spin down), eV: 5.45 / 5.45
2S+1: 2

Cartesian coordinates (Å):
C: -1.32 -0.62 0.76
O: -2.28 0.50 0.70
C: 0.01 -0.45 -0.03
C: 0.60 0.88 -0.51
C: 1.87 0.85 0.19
N: 2.74 -0.18 -0.39
H: -0.97 -0.82 1.88
H: -1.86 -1.53 0.41
H: 0.91 -0.94 0.60
H: -0.03 -1.07 -0.91
H: 0.98 0.88 -1.53
H: 0.07 1.84 -0.13
H: 1.53 0.68 1.26
H: 2.42 1.78 0.32
H: 1.15 -1.47 1.21
H: 3.63 0.18 -0.04
H: -2.71 0.06 -0.66
H: -3.86 -0.19 -1.54
O: -2.88 -0.39 -1.56

=====

Entry x
A 3-piece molecular cluster, C4H12NO2 overall. Source: the Open Molecules 2025 dataset; level of theory: ωB97M-V/def2-TZVPD.

Summary:
Frontier orbital gap (spin up / spin down), eV: 6.20 / 8.95
2S+1: 2

Cartesian coordinates (Å):
C: 1.00 1.86 0.37
C: -0.30 1.12 0.22
C: -1.52 1.64 0.31
C: 0.50 -1.30 -0.31
N: -0.37 -0.26 -0.30
H: 1.33 2.33 -0.56
H: 0.74 2.59 1.13
H: 1.81 1.24 0.72
H: -2.43 1.08 0.22
H: -1.60 2.71 0.50
H: 0.08 -2.28 -0.43
H: 1.54 -1.20 -0.62
H: -1.36 -0.46 -0.36
H: 3.96 -0.76 0.94
H: 4.78 -1.99 0.98
O: 3.94 -1.66 0.62
H: -4.02 -0.59 -1.66
H: -4.13 -1.04 -0.22
O: -3.48 -0.75 -0.87

=====

Most stable structure, least stable structure: entry x, entry w.

=====

Entry w
A 2-piece molecular cluster, CH4INS overall. Source: the Open Molecules 2025 dataset; level of theory: ωB97M-V/def2-TZVPD.

Summary:
Frontier orbital gap (spin up / spin down), eV: 7.50 / 7.36

Cartesian coordinates (Å):
C: -1.50 -0.66 0.90
N: 0.61 0.93 -1.67
S: 0.98 1.10 -0.18
I: 3.01 -0.24 0.42
H: -1.18 -1.04 -0.06
H: -2.25 0.08 0.83
H: -1.18 -0.96 1.94
H: 1.51 0.78 -2.19

=====

Entry x
One molecule with the formula CH4INS. Source: the Open Molecules 2025 dataset; level of theory: ωB97M-V/def2-TZVPD.

Summary:
Frontier orbital gap, eV: 9.77
SMILES string: SNCI

Cartesian coordinates (Å):
S: 1.09 0.18 1.56
N: 0.91 -0.29 0.01
C: -0.23 0.36 -0.76
I: -2.16 -0.51 -0.26
H: -0.05 -0.15 2.07
H: 0.68 -1.28 -0.16
H: -0.03 0.30 -1.95
H: -0.21 1.39 -0.51

=====

Entry y
One molecule with the formula CH4INS. Source: the Open Molecules 2025 dataset; level of theory: ωB97M-V/def2-TZVPD.

Summary:
Frontier orbital gap (spin up / spin down), eV: 7.92 / 7.92

Cartesian coordinates (Å):
C: -0.15 -0.99 0.32
N: -0.17 0.96 -1.31
S: -0.53 0.76 0.26
I: 1.30 1.52 1.89
H: 0.76 -0.91 -0.30
H: -0.85 -1.52 -0.39
H: 0.00 -1.65 1.12
H: -0.37 1.83 -1.58

=====

Most stable structure, least stable structure: entry x, entry w.

=====

Entry w
A 2-piece molecular cluster, C6H15N2 overall. Source: the Open Molecules 2025 dataset; level of theory: ωB97M-V/def2-TZVPD.

Summary:
Charge: +1
Frontier orbital gap, eV: 9.76

Cartesian coordinates (Å):
C: 2.14 -0.90 0.30
C: 1.99 0.27 1.21
C: -1.18 0.52 1.12
C: -0.84 1.65 -1.14
C: -0.86 -0.90 -1.07
C: -0.65 0.34 -0.36
N: 1.40 0.24 -0.09
N: -0.94 -2.05 -0.13
H: 3.18 -0.99 -0.14
H: 1.44 -1.71 0.45
H: 1.28 0.34 2.07
H: 2.91 0.85 1.35
H: -2.09 0.98 0.92
H: -1.28 -0.48 1.67
H: -0.44 1.25 1.58
H: -1.76 1.50 -1.73
H: -0.95 2.40 -0.40
H: -0.05 1.88 -1.75
H: -0.06 -1.16 -1.76
H: -1.69 -0.86 -1.73
H: -0.12 -2.63 -0.04
H: -1.71 -2.69 -0.23
H: 1.86 0.72 -0.81

=====

Entry x
A 2-piece molecular cluster, C6H15N2 overall. Source: the Open Molecules 2025 dataset; level of theory: ωB97M-V/def2-TZVPD.

Summary:
Charge: +1
Frontier orbital gap, eV: 8.85

Cartesian coordinates (Å):
C: -0.21 0.71 -1.63
C: 0.56 1.14 -0.41
C: 1.57 2.01 -0.40
C: 2.31 2.44 0.82
H: 0.10 1.30 -2.50
H: -0.08 -0.34 -1.89
H: -1.28 0.93 -1.49
H: 0.16 0.85 0.55
H: 1.82 2.51 -1.34
H: 1.89 1.96 1.70
H: 3.35 2.10 0.72
H: 2.32 3.52 0.95
C: -2.04 -0.56 1.28
N: -1.51 -1.46 0.25
C: -0.60 -2.37 0.42
N: -0.11 -3.14 -0.52
H: -2.96 -1.00 1.68
H: -2.24 0.41 0.83
H: -1.31 -0.46 2.08
H: -1.89 -1.32 -0.68
H: -0.18 -2.47 1.42
H: -0.34 -2.99 -1.50
H: 0.67 -3.75 -0.34

=====

Most stable structure, least stable structure: entry x, entry w.

=====

Entry w
An isolated ion of composition C6H15N2 and charge +1. Source: the Open Molecules 2025 dataset; level of theory: ωB97M-V/def2-TZVPD.

Summary:
Charge: +1
Frontier orbital gap, eV: 10.12
SMILES string: CN1C(C)(C)[C@@]1(C)[NH3+]

Cartesian coordinates (Å):
C: -0.23 1.38 -1.76
N: -0.05 0.85 -0.43
C: 0.84 -0.03 0.28
C: 1.70 -0.95 -0.43
C: 1.41 0.68 1.48
C: -0.61 -0.27 0.12
C: -1.45 -1.20 -0.66
N: -1.35 0.09 1.48
H: -1.00 2.20 -1.66
H: 0.61 1.93 -2.10
H: -0.65 0.67 -2.48
H: 0.93 -1.55 -1.04
H: 2.26 -1.55 0.21
H: 2.25 -0.37 -1.23
H: 2.49 0.73 1.34
H: 1.28 0.09 2.44
H: 0.96 1.62 1.51
H: -2.47 -0.78 -1.01
H: -1.68 -2.14 0.01
H: -1.03 -1.57 -1.53
H: -0.47 0.13 2.13
H: -1.83 -0.79 1.73
H: -1.90 0.84 1.61

=====

Entry x
A 2-piece molecular cluster, C6H15N2 overall. Source: the Open Molecules 2025 dataset; level of theory: ωB97M-V/def2-TZVPD.

Summary:
Charge: +1
Frontier orbital gap, eV: 8.61

Cartesian coordinates (Å):
C: 0.63 -1.15 0.26
N: -2.22 -2.73 -1.45
C: -1.21 -1.94 -1.12
N: -0.40 -2.14 -0.09
H: 0.62 -1.12 1.35
H: 0.37 -0.17 -0.12
H: 1.62 -1.50 -0.09
H: -2.50 -3.44 -0.81
H: -2.83 -2.35 -2.20
H: -1.08 -1.05 -1.66
H: -0.67 -2.89 0.51
C: 1.20 2.13 0.06
C: 0.42 2.03 1.12
C: -1.07 1.86 1.05
C: 2.74 2.18 0.14
H: 0.80 2.10 -0.98
H: 0.89 2.07 2.11
H: -1.36 0.81 1.20
H: -1.63 2.37 1.85
H: -1.56 2.23 0.15
H: 3.11 2.13 1.17
H: 3.18 3.01 -0.43
H: 3.18 1.27 -0.36

=====

Most stable structure, least stable structure: entry x, entry w.

=====

Entry w
An isolated ion of composition C6H15N2 and charge +1. Source: the Open Molecules 2025 dataset; level of theory: ωB97M-V/def2-TZVPD.

Summary:
Charge: +1
Frontier orbital gap, eV: 10.64
SMILES string: CC(C)(C)C(=[NH2+])CN

Cartesian coordinates (Å):
C: 0.77 -1.56 -0.35
C: 0.84 -0.05 -0.02
C: 1.44 0.23 1.39
C: 1.49 0.67 -1.19
C: -0.58 0.56 0.21
N: -0.84 1.83 0.18
C: -1.72 -0.30 0.69
N: -2.18 -0.58 -0.73
H: 0.06 -1.81 -1.20
H: 0.68 -2.22 0.60
H: 1.70 -1.81 -0.87
H: 2.12 0.98 1.42
H: 0.65 0.40 2.12
H: 2.00 -0.78 1.67
H: 2.47 0.30 -1.46
H: 1.37 1.75 -1.14
H: 0.83 0.51 -2.06
H: -1.69 2.08 0.74
H: -0.44 2.49 -0.58
H: -1.49 -1.17 1.24
H: -2.44 0.27 1.25
H: -1.99 -1.62 -0.83
H: -3.05 -0.18 -1.08

=====

Entry x
C6H15N2 as an isolated structure. Source: the Open Molecules 2025 dataset; level of theory: ωB97M-V/def2-TZVPD.

Summary:
Charge: +1
Frontier orbital gap, eV: 10.55

Cartesian coordinates (Å):
C: -1.05 -0.18 -1.02
C: -0.16 0.76 -0.27
C: -0.87 -1.69 -1.04
C: 0.54 2.01 -0.58
C: -2.00 0.24 1.44
C: 2.42 -0.33 0.15
N: -1.39 0.55 0.19
N: 1.06 -0.46 0.68
H: -1.55 0.20 -1.90
H: -1.63 -2.13 -1.69
H: -1.01 -2.14 -0.06
H: 0.10 -1.97 -1.44
H: 0.84 2.55 0.32
H: -0.20 2.63 -1.10
H: 1.38 1.88 -1.25
H: -3.06 0.05 1.28
H: -1.55 -0.64 1.92
H: -1.89 1.09 2.11
H: 2.75 0.71 0.23
H: 3.12 -0.95 0.70
H: 2.43 -0.62 -0.90
H: 1.02 -0.14 1.65
H: 0.71 -1.41 0.59

=====

Most stable structure, least stable structure: entry w, entry x.